Density functional theory data (ωB97M-V/def2-TZVPD) for C3H4N5O2S as an isolated structure at a distorted geometry.

* HOMO energy (spin up / spin down): -11.45 / -12.67 eV
* multiplicity: 3
* F_max: 5.8 eV/Å
* total charge: +1
* ΔE to the lowest compared entry with this formula, charge and spin: 0.2584 eV

Positions of all 15 atoms, in Å:
C1 -1.389 -0.728 0.123
C2 -2.738 -0.339 -0.007
C3 0.637 0.667 0.768
N1 1.519 -3.675 -0.049
N2 1.085 -2.677 0.102
N3 -0.139 -0.266 0.143
N4 1.632 1.338 0.240
N5 -3.688 -1.285 0.032
O1 -3.607 -2.508 0.110
O2 -4.841 -0.551 0.071
S1 -4.153 0.930 0.122
H1 -1.402 -1.872 0.154
H2 0.506 -0.937 -0.128
H3 1.949 1.357 -0.769
H4 2.230 1.862 0.775

---

Density functional theory data (ωB97M-V/def2-TZVPD) for an isolated ion of composition C5H8N3O2 and charge +1 at a distorted geometry.

* HOMO energy: -14.12 eV
* SMILES: C=CC1=N[C@@](N)([NH3+])C(=O)O1
* F_max: 5.7 eV/Å
* total charge: +1
* ΔE to the lowest compared entry with this formula, charge and spin: 1.4770 eV

Positions of all 18 atoms, in Å:
C1 -3.189 0.125 0.049
C2 -2.240 1.096 -0.080
C3 -0.818 0.738 0.042
N1 -0.397 -0.442 0.391
C4 0.995 -0.357 0.397
N2 1.681 -1.013 1.334
N3 1.532 -1.024 -1.215
C5 1.317 1.225 0.112
O1 2.399 1.680 -0.037
O2 0.074 1.762 -0.125
H1 -4.285 0.418 0.097
H2 -3.020 -0.867 0.005
H3 -2.578 2.151 -0.220
H4 1.157 -1.585 1.978
H5 2.530 -0.776 1.579
H6 1.392 -2.041 -1.255
H7 2.493 -0.717 -1.236
H8 0.958 -0.373 -1.818

---

Density functional theory data (ωB97M-V/def2-TZVPD) for a 2-piece molecular cluster, C4H13N2O2 overall at a distorted geometry.

* HOMO energy: -3.42 eV
* F_max: 3.0 eV/Å
* total charge: -1
* ΔE to the lowest compared entry with this formula, charge and spin: 1.3416 eV

Positions of all 21 atoms, in Å:
N1 0.766 1.310 2.247
C1 0.261 0.557 1.037
C2 0.915 -0.824 0.856
C3 1.233 -0.986 -0.778
O1 0.104 -0.417 -1.330
C4 -1.288 0.483 1.007
N2 -1.808 1.493 0.014
H1 -0.053 1.527 2.793
H2 1.204 2.183 1.993
H3 0.568 1.210 0.233
H4 1.800 -0.943 1.490
H5 0.147 -1.599 0.954
H6 2.103 -0.485 -1.163
H7 1.294 -2.055 -1.114
H8 -1.643 -0.481 0.582
H9 -1.743 0.714 2.016
H10 -1.038 1.636 -0.644
H11 -2.452 0.966 -0.561
H12 0.514 -1.740 -3.499
H13 -0.460 -1.022 -2.610
O2 -0.424 -1.529 -3.527

---

Density functional theory data (ωB97M-V/def2-TZVPD) for one molecule with the formula C4H11NO2 at a distorted geometry.

* HOMO energy: -9.36 eV
* SMILES: C[C@H](CO)NCO
* F_max: 3.3 eV/Å
* ΔE to the lowest compared entry with this formula, charge and spin: 2.3844 eV

Positions of all 18 atoms, in Å:
C1 -0.653 1.121 0.974
C2 0.586 0.445 0.405
C3 0.809 0.694 -1.121
O1 0.731 2.115 -1.324
N1 0.755 -1.003 0.714
C4 -0.443 -1.822 0.541
O2 -1.181 -1.636 -0.655
H1 -1.630 1.145 0.469
H2 -0.787 0.662 1.979
H3 -0.323 2.169 0.958
H4 1.451 0.940 0.864
H5 -0.080 0.133 -1.427
H6 1.721 0.423 -1.661
H7 1.149 2.318 -2.156
H8 1.197 -1.398 -0.154
H9 -0.097 -2.854 0.695
H10 -1.098 -1.602 1.404
H11 -2.107 -1.851 -0.505

---

> Among the records above, which one has the highest F_max?

C3H4N5O2S

---

What did the fourth record say?
Density functional theory data (ωB97M-V/def2-TZVPD) for one molecule with the formula C4H11NO2 at a distorted geometry.

* HOMO energy: -9.36 eV
* SMILES: C[C@H](CO)NCO
* F_max: 3.3 eV/Å
* ΔE to the lowest compared entry with this formula, charge and spin: 2.3844 eV

Positions of all 18 atoms, in Å:
C1 -0.653 1.121 0.974
C2 0.586 0.445 0.405
C3 0.809 0.694 -1.121
O1 0.731 2.115 -1.324
N1 0.755 -1.003 0.714
C4 -0.443 -1.822 0.541
O2 -1.181 -1.636 -0.655
H1 -1.630 1.145 0.469
H2 -0.787 0.662 1.979
H3 -0.323 2.169 0.958
H4 1.451 0.940 0.864
H5 -0.080 0.133 -1.427
H6 1.721 0.423 -1.661
H7 1.149 2.318 -2.156
H8 1.197 -1.398 -0.154
H9 -0.097 -2.854 0.695
H10 -1.098 -1.602 1.404
H11 -2.107 -1.851 -0.505

---

> ΔE to the lowest compared entry with this formula, charge and spin of number 3 (C4H13N2O2)?

1.3416 eV